Entry 1:
16
Properties=species:S:1:pos:R:3 method="wB97M-V/def2-TZVPD" homo_energy_ev=-8.589 homo_lumo_gap_ev=9.5648 de_lowest_kcal_mol=28.1 e_tot_ha=-234.5578
C -1.614 1.364 -0.040
C -0.516 -0.594 -0.847
C -0.416 0.901 -0.897
C 2.179 -0.368 0.863
C 1.223 -1.300 0.880
C 0.061 -1.460 -0.007
H -1.287 1.524 0.993
H -2.383 0.582 -0.009
H -2.078 2.277 -0.417
H -1.338 -0.974 -1.455
H -0.501 1.268 -1.930
H 0.515 1.298 -0.483
H 2.173 0.475 0.183
H 3.037 -0.436 1.526
H 1.340 -2.111 1.595
H -0.397 -2.446 0.045

Entry 2:
104
Properties=species:S:1:pos:R:3 method="wB97M-V/def2-TZVPD" homo_energy_ev=-9.773 homo_lumo_gap_ev=7.5402 de_lowest_kcal_mol=10.9 total_charge=+1 e_tot_ha=-6604.4416
Sn 0.076 -0.340 -0.766
O -1.419 5.727 2.234
C -1.234 4.478 1.784
C -0.810 3.424 2.591
C -0.631 2.185 2.014
N -0.837 1.946 0.712
C -1.257 2.961 -0.031
Br -1.593 2.579 -1.856
C -1.483 4.236 0.437
H -1.244 5.789 3.179
H -0.617 3.569 3.647
H -0.304 1.331 2.600
H -1.835 5.028 -0.209
C 6.835 -4.571 -2.393
C 5.388 -4.166 -2.337
C 5.021 -2.819 -2.302
C 3.692 -2.451 -2.213
C 2.717 -3.440 -2.173
C 3.050 -4.785 -2.232
C 4.388 -5.137 -2.313
S 1.053 -2.963 -1.886
O 0.187 -4.092 -2.051
O 0.761 -1.765 -2.691
N 1.021 -2.316 -0.413
C 0.657 -2.935 0.775
C 0.899 -4.267 1.115
C 0.493 -4.700 2.362
C -0.128 -3.805 3.231
C -0.318 -2.506 2.805
N 0.058 -2.071 1.600
H 7.486 -3.769 -2.048
H 7.125 -4.823 -3.416
H 7.013 -5.452 -1.777
H 5.795 -2.061 -2.343
H 3.389 -1.412 -2.166
H 2.265 -5.531 -2.213
H 4.663 -6.185 -2.355
H 1.391 -4.922 0.409
H 0.662 -5.725 2.665
H -0.457 -4.117 4.212
H -0.794 -1.773 3.448
S -4.906 -0.614 0.619
C -3.273 -0.171 0.322
N -2.580 -0.968 -0.422
C -3.354 -2.055 -0.827
C -2.933 -3.112 -1.633
C -3.831 -4.115 -1.927
C -5.144 -4.083 -1.442
C -5.582 -3.040 -0.653
C -4.671 -2.032 -0.349
H -2.868 0.734 0.751
H -1.920 -3.147 -2.008
H -3.516 -4.943 -2.550
H -5.824 -4.889 -1.687
H -6.599 -2.998 -0.286
C 4.503 0.496 -0.556
P 2.736 0.952 -0.196
C 2.731 1.232 1.608
C 2.831 2.421 2.322
C 2.827 2.401 3.711
C 2.722 1.204 4.402
C 2.613 0.011 3.699
C 2.607 0.030 2.315
C 2.445 2.448 -1.197
C 2.535 2.214 -2.574
C 2.259 3.217 -3.488
C 1.868 4.472 -3.040
C 1.738 4.703 -1.679
C 2.013 3.696 -0.763
P 6.131 1.212 0.042
C 6.466 0.331 1.609
C 7.630 0.732 2.278
C 8.070 0.065 3.409
C 7.374 -1.044 3.875
C 6.249 -1.479 3.194
C 5.802 -0.800 2.067
C 5.782 2.946 0.548
C 5.542 3.837 -0.500
C 5.369 5.192 -0.262
C 5.461 5.684 1.033
C 5.709 4.810 2.082
C 5.867 3.451 1.844
H 4.581 0.556 -1.645
H 4.578 -0.571 -0.324
H 2.947 3.367 1.817
H 2.923 3.335 4.253
H 2.727 1.200 5.485
H 2.533 -0.931 4.229
H 2.486 -0.896 1.762
H 2.819 1.230 -2.937
H 2.338 3.018 -4.550
H 1.645 5.259 -3.749
H 1.420 5.675 -1.320
H 1.875 3.901 0.288
H 8.200 1.573 1.897
H 8.966 0.401 3.915
H 7.721 -1.574 4.752
H 5.718 -2.359 3.535
H 4.926 -1.173 1.552
H 5.500 3.463 -1.519
H 5.175 5.865 -1.088
H 5.360 6.746 1.221
H 5.777 5.186 3.096
H 6.040 2.788 2.680

Entry 3:
29
Properties=species:S:1:pos:R:3 method="wB97M-V/def2-TZVPD" s_squared=2.01 homo_energy_ev="-9.791 / -13.318" homo_lumo_gap_ev="6.4781 / 5.5897" total_charge=+1 multiplicity=3 e_tot_ha=-873.8464
C -1.208 -1.381 0.273
C -0.009 -1.078 2.571
C -2.317 -0.406 2.250
C 1.451 -1.246 -2.415
C 2.537 -0.215 -0.623
C -0.990 -0.497 1.477
N 1.313 -0.187 -1.492
Si 0.881 1.392 -2.231
Si -0.662 1.380 0.800
H -1.088 -2.498 0.429
H -2.194 -1.226 -0.130
H -0.540 -1.206 -0.474
H -0.287 -2.206 2.674
H 0.019 -0.465 3.480
H 1.071 -0.994 2.252
H -2.692 -1.511 2.363
H -2.244 -0.050 3.306
H -3.183 0.119 1.827
H 2.419 -1.236 -2.969
H 1.242 -2.200 -1.809
H 0.691 -1.140 -3.149
H 3.233 0.369 -1.099
H 2.252 0.248 0.308
H 2.730 -1.278 -0.525
H -0.558 1.419 -1.144
H 1.853 2.393 -1.772
H 0.351 1.601 -3.568
H -1.766 2.325 0.958
H 0.691 2.114 1.138

Entry 4:
89
Properties=species:S:1:pos:R:3 method="wB97M-V/def2-TZVPD" homo_energy_ev=-6.457 homo_lumo_gap_ev=5.6730 de_lowest_kcal_mol=48.2 e_tot_ha=-2154.5749
C 0.084 -4.014 -3.880
C 0.496 -2.678 -4.628
O -0.221 -1.518 -4.204
C -1.615 -1.608 -4.502
C -2.244 -0.146 -4.243
O -1.300 0.613 -3.505
C -1.876 1.258 -2.348
Nb -0.298 1.800 -0.784
C 0.397 3.486 -2.144
C 1.690 3.074 -2.978
O 1.365 2.082 -3.987
C 2.532 1.456 -4.416
O 3.057 1.740 -5.463
C 3.150 0.315 -3.543
C 4.559 -0.183 -4.027
C 1.354 2.085 0.742
C 1.741 3.551 1.058
C 1.296 4.116 2.354
C 1.634 5.460 2.777
C 2.454 6.346 1.940
C 2.885 5.802 0.644
C 2.542 4.437 0.221
B -1.049 0.005 0.539
O -2.157 0.188 1.454
N -0.436 -1.372 0.536
C 1.037 -1.339 0.640
C -0.875 -2.005 -0.745
P -1.975 3.352 0.452
O -1.786 3.291 1.939
O -1.900 4.942 -0.150
O -3.604 2.892 0.180
H 0.878 -4.397 -3.183
H -0.853 -3.921 -3.278
H -0.062 -4.803 -4.669
H 1.579 -2.479 -4.384
H 0.407 -2.822 -5.737
H -1.754 -1.943 -5.567
H -2.142 -2.317 -3.796
H -2.479 0.290 -5.256
H -3.224 -0.299 -3.721
H -2.589 0.516 -1.859
H -2.483 2.150 -2.682
H 0.834 0.672 -1.689
H 0.500 4.491 -1.658
H -0.412 3.614 -2.934
H 2.102 3.970 -3.518
H 2.453 2.636 -2.282
H 3.278 0.714 -2.498
H 2.402 -0.518 -3.468
H 5.082 -0.591 -3.113
H 5.219 0.637 -4.412
H 4.505 -1.032 -4.756
H 1.023 1.610 1.715
H 2.263 1.500 0.419
H 0.692 3.487 3.053
H 1.300 5.837 3.774
H 2.733 7.367 2.274
H 3.492 6.486 0.006
H 2.932 4.089 -0.759
H -2.976 -0.072 0.997
H 1.356 -0.658 1.480
H 1.511 -1.046 -0.342
H 1.473 -2.353 0.900
H -1.920 -1.620 -0.948
H -0.208 -1.618 -1.564
H -0.892 -3.122 -0.669
H -2.222 4.926 -1.073
H -3.721 2.612 -0.746
C -0.395 -2.661 4.116
N -1.737 -2.844 4.792
C -2.795 -2.312 3.862
C -1.765 -2.053 6.066
C -2.041 -4.320 5.047
C -1.084 -5.029 5.995
O 0.241 -5.007 5.488
H -0.349 -1.645 3.724
H 0.397 -2.788 4.847
H -0.311 -3.380 3.304
H -2.590 -1.257 3.677
H -3.770 -2.431 4.336
H -2.750 -2.876 2.932
H -0.961 -2.395 6.714
H -2.733 -2.200 6.544
H -1.617 -1.002 5.820
H -2.022 -4.800 4.067
H -3.056 -4.364 5.445
H -1.397 -6.074 6.091
H -1.100 -4.578 6.991
H 0.820 -5.401 6.154